23
Properties=species:S:1:pos:R:3:forces:R:3:lowdin_charge:R:1 method="wB97M-V/def2-TZVPD" e_tot_ha=-496.66771 charge=0 lumo_ev=0.770 homo_ev=-9.36 smiles="C1=NN2C[C@H]2C1.O=C1CCC1"
C 0.0043 0.0355 1.8065 -0.052 -0.541 0.120 -0.176
N -1.1626 -0.2719 1.4092 0.091 -0.297 0.584 0.045
N -1.8666 0.8962 1.0168 -0.430 0.338 -0.220 -0.072
C -2.2096 1.7273 2.1980 0.134 -0.355 0.068 -0.076
C -1.0122 2.0493 1.3832 -0.117 0.330 -0.768 -0.272
C 0.3303 1.4872 1.7115 1.310 0.582 0.249 -0.140
H 0.6704 -0.7503 2.1679 -0.104 0.233 -0.177 0.117
H -2.0849 1.2356 3.1766 -0.035 0.342 -0.555 0.120
H -3.1106 2.3240 2.0534 0.273 -0.162 0.167 0.103
H -1.0119 2.8639 0.6587 -0.311 -0.073 0.354 0.135
H 0.7918 1.9157 2.6227 -0.164 -0.345 -0.371 0.120
H 1.0563 1.6569 0.8691 -0.603 -0.060 0.697 0.117
O 1.2842 -3.2175 -3.3476 -0.108 0.221 0.453 0.100
C 1.0729 -2.2962 -2.6094 0.054 0.025 -0.488 -0.395
C 0.7651 -0.8144 -2.8628 0.261 0.128 -0.286 -0.091
C 0.6422 -0.6186 -1.3476 -0.535 -0.047 0.840 -0.190
C 1.0356 -2.0984 -1.0935 0.435 0.148 0.101 -0.088
H 1.6219 -0.2925 -3.3102 -0.253 -0.135 -0.047 0.120
H -0.1342 -0.6222 -3.4456 0.049 -0.011 -0.100 0.115
H 1.3445 0.0795 -0.8930 -0.047 0.106 -0.177 0.089
H -0.3702 -0.3931 -0.9679 0.503 -0.031 -0.425 0.091
H 2.0351 -2.2026 -0.6433 -0.322 -0.192 -0.100 0.120
H 0.3084 -2.6935 -0.5528 -0.029 -0.205 0.079 0.111



23
Properties=species:S:1:pos:R:3:forces:R:3:lowdin_charge:R:1 method="wB97M-V/def2-TZVPD" e_tot_ha=-496.53498 charge=0 lumo_ev="0.040 / 0.240" homo_ev="-6.49 / -7.78"
C -2.3711 -1.5917 -0.0100 1.087 2.649 0.853 -0.059
C -1.4440 -0.9826 -0.8640 0.502 -0.382 -1.086 -0.027
C -2.7190 -0.6526 0.9360 1.563 -2.118 -3.812 -0.117
C -1.3620 0.3723 -0.4601 -0.118 -1.304 -0.380 -0.297
C -0.6335 1.4471 -0.9292 0.593 -0.164 -0.072 -0.135
C -0.7167 2.8514 -0.4737 1.219 0.177 1.663 -0.104
C 2.7506 -0.8841 1.4296 2.662 1.715 -2.352 -0.013
C 1.9530 -1.2355 -0.7349 -0.464 -0.955 -0.005 -0.042
N 1.3951 0.7849 0.2926 1.140 -0.611 0.632 0.173
N 1.9409 -0.3859 0.2686 -0.265 0.951 0.469 -0.397
O -2.1790 0.4993 0.6440 0.919 2.263 -0.057 0.052
H -2.5727 -2.5819 -0.0301 -0.946 -2.818 0.108 0.067
H -0.9126 -1.5970 -1.6598 -0.684 1.569 1.031 0.130
H -3.3547 -0.7472 1.6900 -2.480 0.060 3.224 0.080
H 0.2585 3.3841 -0.6989 -1.144 -0.602 0.350 0.092
H -0.9272 2.9167 0.6455 0.195 0.043 -1.506 0.102
H -1.4982 3.3262 -1.0367 -0.520 0.572 -0.118 0.066
H 2.8145 -1.9274 1.4160 -0.826 -1.631 0.177 0.055
H 3.8621 -0.6587 1.1746 -1.916 0.336 0.626 0.128
H 2.4295 -0.4292 2.3042 -0.508 0.659 1.665 0.056
H -0.0692 1.3151 -1.8338 -0.028 -0.399 -0.249 0.101
H 1.5250 -0.9771 -1.6538 -0.558 0.701 -1.072 0.037
H 1.8308 -2.2463 -0.4161 0.577 -0.711 -0.090 0.054



25
Properties=species:S:1:pos:R:3:forces:R:3:lowdin_charge:R:1 method="wB97M-V/def2-TZVPD" e_tot_ha=-647.13042 charge=0 lumo_ev=-0.138 homo_ev=-9.56
C -3.0368 0.8125 3.2108 4.493 0.503 0.495 0.050
C -2.3384 0.3297 2.1486 2.056 1.958 4.211 -0.039
C -0.7587 0.3100 2.1503 -1.030 -0.210 -0.302 -0.407
O -0.0111 0.7271 3.0080 -0.987 0.108 0.099 0.074
N -0.3005 -0.2847 0.9711 0.627 -0.168 -0.328 0.122
C 0.9561 -0.4772 0.6663 1.476 0.097 -0.565 -0.353
C 2.2529 -0.2158 1.4543 -1.788 -1.307 0.115 0.033
O 1.3137 -0.9546 -0.5119 -0.560 0.729 -1.610 0.009
C 0.3266 -0.7965 -1.8330 -0.740 -4.726 0.893 -0.495
N 0.8146 -1.9350 -2.6807 0.003 1.337 1.487 0.102
O -0.8946 -1.0447 -1.2863 -0.176 -0.399 -0.794 -0.009
C 0.3791 0.5589 -2.2907 1.551 2.140 3.707 -0.148
C 0.5291 1.3634 -3.3035 0.246 2.656 -2.371 0.010
H -4.0559 0.8306 3.2288 -2.667 -0.014 -0.191 0.014
H -2.5426 1.2988 4.1466 -0.604 -1.222 -1.863 0.108
H -2.8615 0.0586 1.3141 -0.883 -1.069 -2.184 0.057
H 3.0313 -0.9314 1.0036 -1.152 1.074 1.294 0.120
H 1.8654 -0.2783 2.5088 1.534 -0.104 -0.715 0.087
H 2.5107 0.8089 1.2199 0.228 0.285 0.125 0.087
H 0.2093 -2.0867 -3.4927 0.893 0.101 0.391 0.089
H 1.8512 -2.0717 -2.7106 -1.736 0.471 -0.454 0.103
H -0.8654 -0.7944 -0.2615 -0.337 0.132 -0.893 0.054
H 0.4404 1.1175 -1.2828 -0.111 -0.382 -1.551 0.138
H 0.8029 2.4365 -2.9235 -0.945 -1.880 -1.433 0.095
H 0.3823 1.2184 -4.4542 0.608 -0.109 2.434 0.098



24
Properties=species:S:1:pos:R:3:forces:R:3:lowdin_charge:R:1 method="wB97M-V/def2-TZVPD" e_tot_ha=-894.97423 charge=0 lumo_ev=0.841 homo_ev=-8.48 smiles="S=c1[nH]nc(C2CCCCC2)o1"
S -3.7569 -0.9659 0.3818 0.311 0.244 -0.124 0.617
C -2.4463 -0.0370 0.0213 -0.736 0.035 0.112 -0.897
N -2.3670 1.2317 -0.4253 -0.347 0.096 -0.105 0.032
N -1.0722 1.6519 -0.6056 -0.006 0.045 -0.007 0.155
C -0.3807 0.6369 -0.2522 0.204 0.020 -0.030 -0.314
C 1.1000 0.5087 -0.2204 0.070 0.005 -0.446 -0.242
C 1.6103 0.2538 1.1958 0.104 -0.158 0.458 -0.156
C 3.1429 0.3644 1.2466 0.233 0.292 -0.337 -0.185
C 3.8002 -0.1013 -0.0770 0.158 -0.417 0.236 -0.201
C 2.9537 -1.1816 -0.7550 -0.461 -0.569 1.368 -0.198
C 1.5854 -0.6219 -1.1720 -0.081 0.367 -0.476 -0.141
O -1.1528 -0.4197 0.1433 0.402 -0.121 0.004 0.059
H -3.1492 1.8356 -0.6511 0.319 -0.307 0.122 0.160
H 1.4691 1.4900 -0.5858 -0.101 -0.501 0.286 0.161
H 1.1512 0.9767 1.8763 0.076 -0.110 0.055 0.121
H 1.3176 -0.7522 1.5482 -0.111 0.392 -0.307 0.130
H 3.5330 -0.2255 2.0736 -0.069 -0.141 0.068 0.105
H 3.4375 1.3995 1.4668 -0.067 -0.156 -0.146 0.109
H 4.8180 -0.4831 0.1129 -0.370 0.193 -0.035 0.112
H 3.9054 0.7276 -0.7705 0.042 0.274 -0.090 0.105
H 2.8079 -2.0331 -0.0183 0.133 0.858 -0.784 0.133
H 3.4557 -1.6044 -1.6078 0.239 -0.152 -0.365 0.099
H 1.6264 -0.2165 -2.2016 0.070 -0.130 0.435 0.124
H 0.8426 -1.4192 -1.2048 -0.012 -0.058 0.107 0.113



29
Properties=species:S:1:pos:R:3:forces:R:3:lowdin_charge:R:1 method="wB97M-V/def2-TZVPD" e_tot_ha=-2357.13863 charge=0 lumo_ev="-2.125 / -2.146" homo_ev="-6.86 / -6.86"
W 1.2699 -0.8914 0.3928 -0.475 -1.368 -0.179 -0.085
Te 0.1082 -0.9848 2.9799 -0.061 0.061 0.537 0.273
Te 2.0686 -2.6535 2.2547 0.035 0.459 0.843 0.166
Te 2.9967 -2.5969 -0.7720 0.060 -0.107 -0.680 0.097
Te 2.5781 -0.2360 -1.9659 0.506 0.074 -0.358 0.184
N -0.5160 -2.6194 0.2576 0.120 0.286 0.041 -0.196
C -1.6199 -2.6840 -0.7210 -0.088 0.081 -0.022 -0.262
C -1.0941 -2.9371 -2.1121 0.066 0.020 -0.050 -0.283
N -0.2074 -1.8405 -2.4473 -0.231 0.049 -0.262 -0.093
H -0.0524 -3.5248 0.2906 0.139 0.103 -0.067 0.035
H -0.9297 -2.4900 1.1828 0.114 0.001 0.003 -0.066
H -2.1428 -1.7263 -0.7003 -0.041 -0.013 0.062 0.085
H -2.3298 -3.4633 -0.4343 -0.010 0.010 0.040 0.121
H -1.9330 -3.0605 -2.8068 -0.050 -0.094 0.054 0.113
H -0.5149 -3.8642 -2.1171 0.000 -0.018 -0.051 0.113
H -0.7366 -0.9927 -2.6269 0.043 0.044 0.085 0.045
H 0.3256 -2.0189 -3.2893 0.181 -0.056 0.117 0.044
S 2.3057 0.9713 1.2733 -0.044 -0.029 -0.372 0.477
C 1.1214 2.2589 1.1373 -0.278 0.091 0.414 -0.651
C 1.4361 3.5115 1.6779 -0.049 -0.117 -0.034 -0.113
C 0.5224 4.5431 1.6195 -0.032 0.012 -0.018 -0.085
C -0.7170 4.3428 1.0094 0.049 0.003 -0.014 -0.083
C -1.0317 3.1172 0.4584 0.111 -0.106 0.055 -0.116
C -0.1169 2.0572 0.5171 -0.226 0.061 0.482 -0.661
S -0.5390 0.5108 -0.1912 0.168 0.576 -0.637 0.529
H 2.4051 3.6593 2.1379 -0.023 -0.027 0.046 0.104
H 0.7690 5.5031 2.0535 -0.002 0.009 -0.045 0.104
H -1.4369 5.1497 0.9643 0.022 0.005 -0.012 0.104
H -1.9887 2.9596 -0.0229 -0.005 -0.011 0.023 0.102



23
Properties=species:S:1:pos:R:3:forces:R:3:lowdin_charge:R:1 method="wB97M-V/def2-TZVPD" e_tot_ha=-475.88896 charge=+1 lumo_ev="-4.543 / -4.525" homo_ev="-11.35 / -11.30"
C 0.4536 2.6312 -1.8190 2.696 0.114 -2.423 -0.022
C -0.3083 2.9634 -0.7386 -0.306 -0.236 0.233 -0.018
C 1.1526 1.4224 -1.5554 -0.412 1.026 -0.443 0.004
C -0.4741 -2.5443 0.1054 -1.106 -1.210 1.276 -0.161
C -0.9876 -2.1193 1.3550 1.781 -2.200 -1.459 -0.113
C -0.1857 -1.7290 -0.9506 0.051 1.025 0.003 -0.008
C -1.0821 -0.7034 1.5926 -1.533 -2.076 3.665 -0.181
C 0.9789 -0.1029 0.3932 1.329 -2.796 -0.831 -0.182
N -0.1606 1.9378 0.1258 0.696 -0.690 0.334 0.118
N 0.7623 1.0342 -0.3509 -1.641 1.036 1.163 -0.069
N 0.4479 -0.3200 1.6275 0.161 0.920 -1.567 0.054
H 0.8719 3.1369 -2.7293 -1.546 0.099 1.068 0.142
H -0.9933 3.7681 -0.4605 0.530 -0.196 -0.401 0.150
H 1.9075 0.9372 -2.2089 -0.837 0.112 0.910 0.169
H -0.2099 -3.5977 -0.1156 -0.112 0.589 0.869 0.123
H -0.8572 -2.8246 2.2153 -0.564 0.660 -0.855 0.129
H 0.2451 -2.1472 -1.8171 0.942 -0.736 -0.697 0.068
H -0.6430 -0.8328 -1.2660 -0.981 1.069 0.422 0.059
H -1.7711 -0.3011 0.8686 0.606 1.259 -0.364 0.114
H -1.5403 -0.6781 2.6674 0.984 1.037 -1.937 0.153
H 1.7093 -0.7648 -0.1054 0.010 0.672 0.976 0.148
H -0.2766 1.9450 1.1339 -0.241 -0.037 -0.117 0.182
H 0.9609 -1.1110 2.0326 -0.509 0.557 0.176 0.144